No. 1
Here is a molecular structure, C27H23AsCoN3O2 from the Open Molecules 2025 dataset. Energies are from wB97M-V/def2-TZVPD.

LUMO level (spin up / spin down) (hartree): -0.169 / -0.132
Energy (Ha): -4975.6589
Orbital gap (spin up / spin down) (eV): 7.03 / 8.12
Net charge: +1
Multiplicity: 2
ΔE to the lowest compared entry with this formula, charge and spin (kJ/mol): 206.2

CARTESIAN COORDINATES (ANGSTROEM)
Co 0.253 -0.421 0.186
N -1.410 -1.771 -0.349
C -2.496 -0.962 0.148
C -3.629 -1.467 0.718
C -4.632 -0.599 1.195
C -4.491 0.755 1.097
C -3.318 1.308 0.535
C -3.064 2.696 0.461
C -1.888 3.139 -0.077
C -0.938 2.205 -0.511
N -1.129 0.905 -0.431
C -2.316 0.437 0.061
H -1.433 -2.698 0.057
H -1.482 -1.867 -1.358
H -3.765 -2.537 0.811
H -5.522 -1.023 1.639
H -5.259 1.423 1.464
H -3.796 3.391 0.852
H -1.658 4.192 -0.145
H 0.012 2.536 -0.910
O -0.190 -1.018 2.190
N 0.015 0.084 2.758
O 0.458 0.953 1.981
C 5.852 -0.504 -3.331
C 4.672 0.116 -3.715
C 3.668 0.330 -2.785
C 3.847 -0.051 -1.458
C 5.018 -0.703 -1.085
C 6.018 -0.925 -2.021
As 2.491 0.359 -0.108
C 3.246 -0.494 1.455
C 2.793 -1.789 1.697
C 3.278 -2.519 2.769
C 4.227 -1.951 3.606
C 4.702 -0.671 3.356
C 4.220 0.058 2.279
C 2.616 2.290 0.069
C 2.720 2.925 1.301
C 2.761 4.310 1.365
C 2.664 5.069 0.208
C 2.526 4.441 -1.021
C 2.502 3.057 -1.090
H 6.640 -0.665 -4.056
H 4.532 0.430 -4.741
H 2.736 0.780 -3.105
H 5.158 -1.035 -0.065
H 6.928 -1.427 -1.720
H 2.063 -2.236 1.026
H 2.920 -3.524 2.950
H 4.607 -2.513 4.448
H 5.459 -0.240 3.997
H 4.619 1.042 2.074
H 2.739 2.346 2.212
H 2.863 4.797 2.326
H 2.691 6.150 0.263
H 2.436 5.027 -1.926
H 2.407 2.574 -2.055


No. 2
Here is a single C2H3FNP molecule from the Open Molecules 2025 dataset. Energies are from wB97M-V/def2-TZVPD.

LUMO level (hartree): -0.001
Energy (Ha): -573.9035
Orbital gap (eV): 8.73
ΔE to the lowest compared entry with this formula, charge and spin (kJ/mol): 77.5

CARTESIAN COORDINATES (ANGSTROEM)
C -1.351 0.385 0.452
C -0.104 -0.053 0.307
N 0.589 -0.582 -0.782
P 1.958 -0.587 0.392
F 2.511 0.797 -0.238
H -2.080 0.314 -0.318
H -1.551 0.975 1.433
H 0.028 -1.248 -1.247


No. 3
Here is a molecular structure, C31H42BaBrN3P2 from the Open Molecules 2025 dataset. Energies are from wB97M-V/def2-TZVPD.

LUMO level (hartree): -0.216
Energy (Ha): -4652.4064
Orbital gap (eV): 8.03
Net charge: +2
ΔE to the lowest compared entry with this formula, charge and spin (kJ/mol): 0.0

CARTESIAN COORDINATES (ANGSTROEM)
C 0.292 -0.421 4.167
C 0.125 -1.472 3.234
C -0.902 -2.413 3.468
C -1.648 -2.316 4.653
N -1.448 -1.332 5.536
C -0.507 -0.413 5.319
C 1.012 -1.612 2.108
C 1.908 -1.816 1.275
C 3.068 -2.157 0.509
C 3.222 -1.770 -0.844
C 4.356 -2.152 -1.564
C 5.343 -2.919 -0.933
C 5.224 -3.295 0.414
C 4.088 -2.913 1.126
Ba 0.787 0.615 0.178
P -2.254 1.004 0.884
H -1.103 -3.222 2.770
H 1.050 0.349 4.030
H -2.414 -3.065 4.890
H -0.361 0.358 6.090
H 3.974 -3.197 2.172
H 2.433 -1.199 -1.353
H 6.001 -3.879 0.893
H 4.464 -1.862 -2.605
C -3.214 2.055 -0.281
C -4.712 2.222 -0.072
H -3.025 1.605 -1.272
H -2.729 3.047 -0.292
H -5.111 2.820 -0.903
H -5.254 1.269 -0.064
H -4.950 2.765 0.851
C -3.398 -0.282 1.549
C -4.274 0.047 2.754
H -2.736 -1.129 1.808
H -4.027 -0.623 0.710
H -4.873 -0.843 2.996
H -3.692 0.294 3.652
H -4.981 0.862 2.555
C -1.854 2.106 2.314
C -2.859 3.192 2.693
H -0.893 2.594 2.057
H -1.654 1.466 3.189
H -2.453 3.759 3.544
H -3.041 3.909 1.882
H -3.824 2.784 3.018
Br 6.864 -3.456 -1.918
P -0.797 -1.677 -1.806
C -2.624 -1.849 -1.980
C -3.183 -2.405 -3.285
H -3.017 -0.831 -1.811
H -2.976 -2.463 -1.135
H -4.278 -2.368 -3.236
H -2.875 -1.823 -4.163
H -2.910 -3.454 -3.449
C -0.169 -1.395 -3.518
C 0.041 -2.585 -4.447
H 0.791 -0.868 -3.382
H -0.853 -0.673 -3.991
H 0.465 -2.214 -5.390
H 0.743 -3.325 -4.043
H -0.897 -3.096 -4.701
C -0.184 -3.363 -1.344
C -0.979 -4.579 -1.817
H -0.133 -3.349 -0.242
H 0.857 -3.441 -1.699
H -0.507 -5.480 -1.402
H -2.023 -4.567 -1.475
H -0.969 -4.692 -2.909
N 0.717 6.771 -2.932
C 1.279 5.776 -2.684
C 1.984 4.567 -2.338
C 3.374 4.577 -2.160
C 4.009 3.412 -1.737
C 3.234 2.280 -1.480
N 1.883 2.301 -1.570
C 1.269 3.394 -2.072
H 3.943 5.478 -2.381
H 5.086 3.362 -1.604
H 3.685 1.313 -1.215
H 0.185 3.320 -2.234


No. 4
Here is 2 unconnected molecules or ions with the total composition CH2N4O from the Open Molecules 2025 dataset. Energies are from wB97M-V/def2-TZVPD.

LUMO level (spin up / spin down) (hartree): -0.044 / -0.044
Energy (Ha): -333.3699
Orbital gap (spin up / spin down) (eV): 10.30 / 10.30
ΔE to the lowest compared entry with this formula, charge and spin (kJ/mol): 467.0

CARTESIAN COORDINATES (ANGSTROEM)
C 0.069 -0.253 -0.132
N -0.729 -0.203 0.895
N -0.663 -1.457 1.310
N 0.089 -2.205 0.653
N 0.285 1.605 -1.096
O 0.512 -1.464 -0.403
H -0.631 1.905 -0.599
H 1.068 2.072 -0.627


No. 5
Here is 2 unconnected molecules or ions with the total composition C4H8ClNOS from the Open Molecules 2025 dataset. Energies are from wB97M-V/def2-TZVPD.

LUMO level (spin up / spin down) (hartree): -0.050 / -0.017
Energy (Ha): -1145.4183
Orbital gap (spin up / spin down) (eV): 7.29 / 8.11
ΔE to the lowest compared entry with this formula, charge and spin (kJ/mol): 483.7

CARTESIAN COORDINATES (ANGSTROEM)
C -1.948 0.659 -1.347
C -0.603 -0.391 1.411
C 0.693 -1.054 -0.681
C 0.146 0.080 0.168
N 0.426 1.273 -0.224
O -2.999 0.854 -0.821
S 2.224 -1.743 0.112
Cl 2.421 1.822 -0.141
H -1.590 1.031 -2.374
H -1.302 -1.110 1.136
H -1.065 0.459 1.855
H 0.217 -0.758 2.069
H 1.112 -0.643 -1.584
H 0.003 -1.878 -0.696
H -0.014 1.980 0.323
H 2.276 -0.581 0.793


No. 6
Here is 2 unconnected molecules or ions with the total composition C6H12N from the Open Molecules 2025 dataset. Energies are from wB97M-V/def2-TZVPD.

LUMO level (spin up / spin down) (hartree): -0.160 / -0.211
Energy (Ha): -290.0855
Orbital gap (spin up / spin down) (eV): 7.24 / 9.70
Net charge: +1
Multiplicity: 3
ΔE to the lowest compared entry with this formula, charge and spin (kJ/mol): 176.8

CARTESIAN COORDINATES (ANGSTROEM)
C -1.511 1.387 0.522
C 1.717 2.958 0.390
C -0.527 0.477 0.285
C 1.958 1.709 1.181
C -1.815 -3.018 -0.478
C -0.994 -0.781 -0.010
N -1.018 -1.783 -0.719
H -1.345 2.555 0.552
H -2.567 1.181 0.726
H 1.829 2.721 -0.620
H 0.656 3.270 0.583
H 0.624 0.758 0.471
H 2.845 1.166 0.857
H -2.257 -3.463 -1.432
H -1.181 -3.671 0.152
H -2.683 -2.801 0.193
H 1.588 1.507 2.106
H 2.502 3.767 0.705
H -0.484 -1.562 -1.608